Below is C4H8O2 in the gas phase, with properties calculated with ωB97M-V with the def2-TZVPD basis set.

Results
HOMO (eV): -9.93
LUMO (eV): 0.8
Relative energy (zero: lowest compared OMol25 entry of this formula, charge and spin) (kcal per mole): 28.1
Gap between HOMO and LUMO (eV): 10.773

Each atom is followed by the atoms it is bonded to, with distances in Å.
Positions of all 14 atoms, in Å:
1 O -1.393 0.792 -1.489  C3 1.210
2 O 1.711 0.751 0.528  C5 1.423, H14 0.962
3 C -1.486 0.840 -0.284  O1 1.210, C6 1.510, H8 1.112
4 C 0.172 -1.066 0.079  C5 1.527, C6 1.529, H7 1.097, H13 1.096
5 C 1.305 -0.193 -0.455  O2 1.423, C4 1.527, H10 1.095, H11 1.096
6 C -0.962 -0.218 0.657  C3 1.510, C4 1.529, H9 1.100, H12 1.095
7 H 0.556 -1.720 0.871  C4 1.097
8 H -1.990 1.708 0.196  C3 1.112
9 H -1.826 -0.844 0.924  C6 1.100
10 H 0.969 0.309 -1.368  C5 1.095
11 H 2.171 -0.813 -0.715  C5 1.096
12 H -0.636 0.266 1.585  C6 1.095
13 H -0.194 -1.711 -0.728  C4 1.096
14 H 1.473 1.631 0.220  O2 0.962